(1)
ORCA calculation (wB97M-V/def2-TZVPD) on 3 unconnected molecules or ions with the total composition C17H42N7O5.

```
71
Properties=species:S:1:pos:R:3
N 2.87 0.31 -4.18
C 4.13 0.44 -4.91
C 4.25 -0.52 -6.09
O 3.29 -0.29 -7.09
C 4.06 -1.98 -5.72
N 4.83 -2.37 -4.54
C 5.93 -3.09 -4.61
N 6.48 -3.59 -5.74
C 7.55 -4.24 -5.35
N 7.73 -4.19 -4.03
N 6.69 -3.44 -3.55
H 2.96 0.70 -3.24
H 2.58 -0.65 -4.05
H 5.02 0.32 -4.27
H 4.18 1.45 -5.31
H 5.27 -0.40 -6.49
H 3.27 0.65 -7.31
H 4.33 -2.64 -6.55
H 3.00 -2.15 -5.50
H 4.52 -2.06 -3.63
H 8.20 -4.76 -6.04
H 8.45 -4.59 -3.46
H 6.58 -3.25 -2.56
C 1.27 0.21 3.45
O 0.76 -0.58 2.39
C -0.58 -0.28 2.04
C -0.66 0.33 0.66
N -0.08 1.67 0.64
C 0.09 2.25 -0.68
C 1.04 1.56 -1.65
O 2.41 1.61 -1.26
C 2.82 0.60 -0.35
H 2.25 -0.20 3.71
H 1.39 1.26 3.16
H 0.63 0.16 4.33
H -1.05 0.37 2.78
H -1.13 -1.22 2.03
H -1.71 0.40 0.35
H -0.15 -0.35 -0.03
H 0.82 1.64 1.11
H 0.44 3.28 -0.55
H -0.89 2.31 -1.16
H 0.99 2.08 -2.61
H 0.76 0.52 -1.84
H 2.26 -0.33 -0.50
H 2.72 0.91 0.69
H 3.88 0.41 -0.54
C -6.57 2.24 6.47
O -6.07 0.94 6.23
C -6.98 0.07 5.57
C -6.49 -0.28 4.19
N -6.53 0.88 3.31
C -5.89 0.69 2.01
C -4.39 0.43 1.99
O -3.60 1.53 2.40
C -3.41 1.64 3.80
H -5.84 2.76 7.08
H -6.72 2.80 5.54
H -7.52 2.20 7.01
H -7.98 0.51 5.53
H -7.05 -0.85 6.16
H -7.13 -1.06 3.77
H -5.48 -0.70 4.29
H -6.10 1.66 3.78
H -6.08 1.59 1.42
H -6.39 -0.14 1.50
H -4.12 0.24 0.95
H -4.12 -0.47 2.55
H -3.39 0.66 4.29
H -4.17 2.26 4.27
H -2.44 2.12 3.96
```

Properties
HOMO level   -9.8 eV
Charge   +1
Gap between HOMO and LUMO   6.69 eV

(2)
ORCA calculation (wB97M-V/def2-TZVPD) on a molecular structure, C17H43BF4HfN3O5PTe at a distorted geometry.

```
76
Properties=species:S:1:pos:R:3
Hf -0.33 0.70 0.36
N 1.21 -2.62 3.06
C 0.56 -1.87 4.17
C -0.84 -1.32 3.72
C -0.65 -0.43 2.59
O -1.61 -0.22 1.71
O 0.45 0.25 2.41
H 0.61 -3.42 2.83
H 2.10 -2.99 3.40
H 1.24 -1.08 4.42
H 0.41 -2.47 5.09
H -1.35 -0.71 4.50
H -1.48 -2.14 3.34
C -2.74 2.20 1.86
N -1.86 2.39 0.63
C -1.21 3.71 0.90
C -2.82 2.50 -0.54
C -2.21 1.96 -1.83
N -1.64 0.58 -1.60
C -2.82 -0.37 -1.38
C -0.96 0.17 -2.88
H -3.31 3.12 2.01
H -2.09 2.14 2.73
H -3.38 1.36 1.70
H -1.85 4.56 0.69
H -0.33 3.77 0.27
H -0.88 3.74 1.98
H -3.21 3.54 -0.64
H -3.68 1.89 -0.24
H -1.40 2.63 -2.22
H -3.03 1.96 -2.55
H -3.72 0.18 -1.30
H -2.67 -0.96 -0.46
H -2.88 -1.13 -2.17
H -1.62 0.09 -3.75
H -0.49 -0.80 -2.76
H -0.21 0.89 -3.09
C -4.75 -2.40 1.67
Te -3.66 -4.19 1.39
C -4.24 -4.34 -0.70
H -5.66 -2.66 2.21
H -5.03 -1.93 0.72
H -4.20 -1.72 2.32
H -4.68 -3.41 -1.01
H -4.89 -5.23 -0.80
H -3.34 -4.48 -1.32
F 0.18 -0.99 -0.41
B -0.18 -3.82 -2.40
F -0.06 -4.86 -1.57
F 0.83 -3.15 -2.85
F -1.39 -3.64 -2.97
C 3.67 1.70 -3.94
C 3.28 2.40 -2.68
O 3.58 1.52 -1.55
P 2.41 0.36 -1.30
O 3.28 -0.79 -0.56
C 4.56 -1.28 -1.12
C 5.67 -0.98 -0.14
O 1.74 1.05 0.17
C 2.81 1.48 1.25
C 2.52 2.90 1.70
H 3.48 2.32 -4.84
H 3.14 0.77 -4.06
H 4.71 1.47 -4.01
H 2.23 2.68 -2.67
H 3.85 3.35 -2.53
H 4.71 -0.75 -2.06
H 4.38 -2.38 -1.26
H 5.62 0.05 0.13
H 6.62 -1.09 -0.68
H 5.61 -1.63 0.72
H 3.74 1.41 0.69
H 2.68 0.71 2.06
H 2.75 3.59 0.89
H 3.21 3.15 2.51
H 1.53 3.04 2.08
```

Properties
HOMO level   -11.9 eV
Energy relative to the best compared isomer or geometry (same formula, charge and spin)   0.0 kJ/mol
Charge   +2
Gap between HOMO and LUMO   5.63 eV

(3)
ORCA calculation (wB97M-V/def2-TZVPD) on 8 unconnected molecules or ions with the total composition C17H43Cl8N6O7P at a distorted geometry.

```
82
Properties=species:S:1:pos:R:3
O -22.29 15.29 -20.06
P -21.30 14.46 -20.78
N -21.87 12.97 -21.31
C -22.62 12.13 -20.37
C -22.21 12.75 -22.71
N -20.03 14.05 -19.74
C -19.13 12.93 -19.90
C -19.39 15.18 -19.04
N -20.52 15.14 -22.10
C -20.69 16.56 -22.40
C -19.52 14.44 -22.89
H -22.71 11.15 -20.82
H -23.56 12.62 -20.09
H -22.02 12.00 -19.47
H -21.58 13.29 -23.41
H -23.28 12.96 -22.86
H -22.08 11.70 -22.97
H -18.97 12.50 -18.91
H -19.57 12.13 -20.51
H -18.21 13.14 -20.46
H -18.80 15.74 -19.77
H -20.15 15.83 -18.61
H -18.72 14.75 -18.30
H -21.73 16.88 -22.35
H -20.09 17.18 -21.73
H -20.36 16.79 -23.41
H -19.81 14.51 -23.95
H -19.52 13.40 -22.59
H -18.52 14.87 -22.82
C -25.17 16.45 -19.65
N -25.23 15.06 -20.20
O -25.43 14.15 -19.41
O -25.10 14.94 -21.39
H -25.73 17.08 -20.33
H -24.15 16.73 -19.41
H -25.76 16.37 -18.74
C -22.94 14.71 -17.17
N -24.09 14.25 -16.35
O -24.20 13.07 -16.11
O -24.85 15.10 -15.97
H -22.50 15.57 -16.68
H -23.37 15.02 -18.11
H -22.21 13.93 -17.35
C -16.53 19.56 -21.11
N -17.93 19.00 -21.01
O -18.11 18.20 -20.12
O -18.81 19.53 -21.65
H -16.04 19.32 -20.18
H -16.60 20.63 -21.27
H -16.11 19.04 -21.98
Cl -20.92 23.45 -13.82
C -21.15 22.43 -15.28
C -20.04 21.44 -15.53
Cl -18.52 22.23 -15.97
H -21.23 23.15 -16.10
H -22.13 21.95 -15.22
H -20.32 20.75 -16.33
H -19.91 20.82 -14.65
Cl -22.99 22.96 -20.48
C -24.42 23.34 -19.54
C -24.97 22.19 -18.74
Cl -23.83 21.72 -17.43
H -25.13 23.85 -20.19
H -24.17 24.15 -18.85
H -24.96 21.30 -19.37
H -25.97 22.35 -18.35
Cl -22.54 18.37 -17.47
C -21.32 18.38 -18.78
C -21.66 19.38 -19.88
Cl -23.15 18.93 -20.67
H -21.15 17.37 -19.13
H -20.40 18.66 -18.27
H -20.92 19.44 -20.68
H -21.70 20.38 -19.45
Cl -26.89 21.08 -23.95
C -25.53 21.38 -22.83
C -24.22 21.04 -23.50
Cl -23.73 22.24 -24.70
H -25.68 20.74 -21.96
H -25.47 22.41 -22.48
H -24.11 20.04 -23.91
H -23.42 21.00 -22.75
```

Properties
HOMO level   -8.7 eV
Energy relative to the best compared isomer or geometry (same formula, charge and spin)   0.0 kJ/mol
Gap between HOMO and LUMO   8.08 eV
SMILES string   CN(C)P(=O)(N(C)C)N(C)C.C[N+](=O)[O-].C[N+](=O)[O-].C[N+](=O)[O-].ClCCCl.ClCCCl.ClCCCl.ClCCCl

(4)
ORCA calculation (wB97M-V/def2-TZVPD) on 6 unconnected molecules or ions with the total composition C17H44F4NO18PS7 at a distorted geometry.

```
92
Properties=species:S:1:pos:R:3
O -1.08 -2.65 5.53
S -2.00 -2.49 4.26
O -2.59 -1.04 4.25
F -3.28 -3.67 4.43
N -0.98 -2.85 2.89
C -1.44 -2.16 1.62
O -0.81 -0.86 1.36
C 0.63 -0.85 1.66
F 1.21 0.32 0.89
F 0.93 -0.52 3.11
F 1.37 -2.05 1.17
P -1.01 -4.64 2.54
S 0.17 -5.43 3.93
H -1.38 -2.92 0.72
H -2.60 -1.94 1.77
H -0.41 -4.98 1.28
H -2.35 -5.17 2.58
O -3.95 -1.73 -0.67
S -4.85 -0.74 -1.22
O -6.28 -0.92 -1.24
O -4.34 -0.34 -2.72
C -4.18 -1.38 -3.67
C -5.51 -1.85 -4.22
C -4.50 0.82 -0.45
H -3.60 -2.21 -3.25
H -3.58 -0.97 -4.49
H -6.10 -2.36 -3.45
H -5.36 -2.56 -5.04
H -6.10 -1.01 -4.58
H -3.42 0.99 -0.46
H -4.85 0.78 0.58
H -5.03 1.61 -0.99
O 7.40 -0.03 2.97
S 6.93 1.32 2.78
O 6.96 2.30 3.85
O 5.43 1.28 2.14
C 4.43 0.54 2.82
C 3.91 1.29 4.03
C 7.76 2.02 1.37
H 4.79 -0.46 3.09
H 3.60 0.40 2.11
H 4.68 1.37 4.80
H 3.05 0.77 4.47
H 3.61 2.30 3.76
H 7.71 1.31 0.54
H 8.80 2.20 1.64
H 7.27 2.96 1.10
O -4.08 1.08 10.17
S -2.66 1.33 10.06
O -2.13 2.41 9.26
O -1.91 -0.05 9.64
C -2.34 -0.73 8.47
C -1.84 -0.05 7.21
C -1.98 1.46 11.70
H -3.43 -0.83 8.46
H -1.93 -1.75 8.51
H -2.31 0.93 7.08
H -2.08 -0.65 6.32
H -0.76 0.11 7.26
H -2.33 0.62 12.30
H -2.32 2.40 12.13
H -0.89 1.45 11.63
O -5.65 -0.37 -7.04
S -6.55 0.63 -7.59
O -7.98 0.44 -7.61
O -6.04 1.02 -9.09
C -5.87 -0.01 -10.04
C -7.21 -0.49 -10.59
C -6.20 2.19 -6.82
H -5.30 -0.85 -9.62
H -5.28 0.40 -10.86
H -7.80 -0.99 -9.82
H -7.06 -1.19 -11.41
H -7.80 0.36 -10.95
H -5.12 2.36 -6.83
H -6.55 2.14 -5.79
H -6.73 2.98 -7.36
O 8.38 1.12 -1.80
S 9.33 1.11 -2.90
O 10.23 2.22 -3.13
O 8.54 0.77 -4.28
C 7.42 1.58 -4.64
C 7.86 2.92 -5.20
C 10.28 -0.38 -2.81
H 6.74 1.70 -3.80
H 6.87 1.03 -5.42
H 8.34 3.53 -4.43
H 7.01 3.47 -5.59
H 8.60 2.78 -6.00
H 9.61 -1.23 -2.68
H 10.96 -0.30 -1.96
H 10.86 -0.48 -3.73
```

Properties
HOMO level   -9.5 eV
Gap between HOMO and LUMO   7.58 eV
SMILES string   O=S(=O)(F)N(COC(F)(F)F)[PH2]=S.CCOS(C)(=O)=O.CCOS(C)(=O)=O.CCOS(C)(=O)=O.CCOS(C)(=O)=O.CCOS(C)(=O)=O